Entry 1:
# C32H108N8O18

A 18-piece molecular cluster, C32H108N8O18 overall (the ωB97M-V functional and the def2-TZVPD basis, OMol25).

- Molar mass: 893.25 g mol⁻¹
- Relative energy (zero: lowest compared OMol25 entry of this formula, charge and spin): 367.2 kJ/mol
- Frontier orbital gap: 8.449 eV

The geometry in ORCA input format:
```
! wB97M-V def2-TZVPD RIJCOSX def2/J DEFGRID3
* xyz 0 1
C -0.728 -4.891 1.578
C -0.298 -3.638 0.749
C 0.497 -4.004 -0.484
O 1.618 -4.835 -0.397
C 2.751 -4.281 0.247
N -1.618 -3.021 0.409
H 0.157 -5.512 1.722
H -1.416 -5.612 1.136
H -1.063 -4.523 2.548
H 0.181 -2.979 1.474
H 0.700 -3.166 -1.151
H -0.145 -4.610 -1.123
H 2.476 -4.271 1.301
H 2.905 -3.292 -0.185
H 3.736 -4.718 0.084
H -2.195 -3.648 -0.133
H -2.101 -3.044 1.296
C 3.782 4.371 3.865
C 3.482 2.860 3.465
C 2.810 2.103 4.592
O 2.959 0.666 4.536
C 2.445 -0.021 5.622
N 2.803 2.770 2.196
H 4.291 4.955 3.097
H 4.445 4.455 4.726
H 2.926 4.993 4.125
H 4.442 2.369 3.309
H 1.734 2.249 4.498
H 3.144 2.379 5.592
H 1.420 0.241 5.886
H 2.995 0.114 6.553
H 2.464 -1.085 5.389
H 1.835 3.001 2.366
H 2.746 1.778 2.012
C -0.360 3.379 0.013
C -1.304 4.594 0.195
C -2.279 4.758 -0.972
O -3.378 5.592 -0.659
C -4.020 6.350 -1.689
N -2.010 4.531 1.479
H 0.188 3.551 -0.913
H -0.971 2.482 -0.085
H 0.319 3.166 0.839
H -0.732 5.513 0.328
H -2.576 3.796 -1.389
H -1.654 5.274 -1.701
H -4.883 6.997 -1.534
H -4.144 5.675 -2.536
H -3.168 6.943 -2.021
H -2.751 5.213 1.401
H -2.488 3.641 1.473
C 2.447 0.875 -0.805
C 3.657 1.678 -1.412
C 3.282 3.018 -2.175
O 4.419 3.530 -2.845
C 4.157 4.669 -3.641
N 4.760 1.862 -0.464
H 2.599 0.398 0.163
H 2.006 0.232 -1.567
H 1.678 1.625 -0.616
H 3.970 1.027 -2.227
H 2.761 3.751 -1.558
H 2.510 2.723 -2.886
H 3.382 4.593 -4.404
H 5.083 5.049 -4.073
H 3.826 5.503 -3.021
H 4.474 2.692 0.036
H 5.489 2.135 -1.107
C -4.667 -1.946 5.568
C -3.393 -2.616 5.153
C -2.431 -2.713 6.379
O -1.897 -1.439 6.741
C -1.072 -1.358 7.830
N -3.685 -3.878 4.537
H -4.439 -0.915 5.839
H -5.073 -2.377 6.482
H -5.433 -1.963 4.793
H -2.822 -1.999 4.459
H -1.594 -3.393 6.224
H -2.854 -3.103 7.305
H -0.951 -0.298 8.054
H -0.141 -1.858 7.565
H -1.513 -1.876 8.681
H -2.778 -3.954 4.100
H -3.642 -4.581 5.261
C 0.773 5.370 -5.557
C -0.572 4.895 -5.071
C -0.445 3.629 -4.201
O -1.687 3.086 -3.696
C -1.524 1.720 -3.377
N -1.128 5.927 -4.229
H 1.209 4.633 -6.231
H 1.464 5.454 -4.718
H 0.617 6.353 -6.002
H -1.197 4.663 -5.933
H 0.149 3.839 -3.312
H 0.000 2.892 -4.869
H -0.594 1.316 -2.977
H -1.544 1.236 -4.353
H -2.297 1.380 -2.688
H -1.853 6.424 -4.726
H -1.696 5.539 -3.489
C -0.720 -7.062 -4.604
C -1.763 -5.969 -4.196
C -1.177 -4.519 -4.035
O -2.121 -3.710 -3.323
C -1.826 -2.328 -3.323
N -2.779 -5.955 -5.282
H -1.184 -7.998 -4.915
H -0.021 -7.296 -3.801
H -0.206 -6.604 -5.450
H -2.226 -6.268 -3.255
H -0.937 -4.270 -5.068
H -0.194 -4.600 -3.571
H -2.587 -1.674 -2.896
H -1.416 -1.923 -4.248
H -1.009 -2.237 -2.607
H -2.378 -5.821 -6.199
H -3.304 -5.118 -5.077
C 1.618 -4.343 -6.564
C 1.649 -2.822 -6.506
C 2.810 -2.200 -5.700
O 3.152 -2.914 -4.539
C 2.112 -2.881 -3.537
N 1.831 -2.385 -7.910
H 0.726 -4.683 -7.090
H 1.746 -4.866 -5.616
H 2.479 -4.634 -7.165
H 0.712 -2.397 -6.148
H 2.691 -1.118 -5.635
H 3.719 -2.191 -6.303
H 1.112 -2.495 -3.735
H 2.364 -2.185 -2.738
H 2.128 -3.877 -3.094
H 1.011 -2.725 -8.390
H 1.590 -1.405 -7.948
O 0.498 -1.180 3.504
H 0.634 -2.010 3.960
H 1.354 -0.968 3.131
O 3.088 -1.033 2.336
H 3.184 -0.540 3.151
H 3.941 -0.958 1.908
O -0.775 -0.263 1.221
H -0.321 -0.575 2.004
H -0.689 -0.979 0.593
O -3.656 1.699 0.224
H -3.522 1.455 1.139
H -3.604 0.872 -0.256
O -1.685 3.269 5.617
H -1.796 3.430 6.554
H -1.356 2.371 5.565
O 0.716 -3.492 4.857
H 0.149 -4.235 4.651
H 1.191 -3.764 5.643
O -5.531 0.492 3.289
H -5.799 1.184 3.893
H -4.581 0.586 3.222
O -2.688 0.993 2.757
H -2.037 0.642 2.151
H -2.207 1.129 3.574
O 0.253 3.889 3.331
H -0.241 3.692 4.127
H -0.406 4.197 2.710
O -1.350 0.507 5.128
H -1.625 -0.249 5.646
H -0.499 0.254 4.769
*
```

***

Entry 2:
# C32H16AuN8

C32H16AuN8 as an isolated structure (the ωB97M-V functional and the def2-TZVPD basis, OMol25).

- Molar mass: 709.50 g mol⁻¹
- Frontier orbital gap (alpha / beta): 4.951 / 4.946 eV

The geometry in ORCA input format:
```
! wB97M-V def2-TZVPD RIJCOSX def2/J DEFGRID3
* xyz 1 1
Au 0.073 0.155 0.060
C -3.567 4.165 -3.592
C -4.474 4.051 -2.546
C -4.239 3.196 -1.476
C -3.052 2.484 -1.478
C -2.483 1.552 -0.528
N -3.091 1.130 0.535
C -2.555 0.307 1.417
C -3.279 -0.322 2.479
C -4.623 -0.322 2.833
C -4.994 -1.042 3.957
C -4.061 -1.770 4.696
C -2.723 -1.801 4.338
C -2.332 -1.059 3.230
C -1.064 -0.853 2.600
N 0.078 -1.335 3.052
C 1.192 -1.306 2.392
N 1.368 -0.891 1.090
C 2.677 -1.117 0.723
N 3.188 -0.931 -0.453
C 2.552 -0.360 -1.460
N 1.365 0.327 -1.395
C 1.057 0.802 -2.647
N 0.012 1.538 -2.976
C -1.007 1.749 -2.205
N -1.250 1.145 -0.989
C -2.126 2.609 -2.531
C -2.380 3.442 -3.607
C 2.080 0.397 -3.560
C 2.221 0.550 -4.933
C 3.315 -0.049 -5.536
C 4.249 -0.775 -4.796
C 4.124 -0.928 -3.425
C 3.027 -0.339 -2.809
C 3.388 -1.680 1.853
C 4.704 -2.070 2.028
C 5.069 -2.556 3.278
C 4.149 -2.661 4.314
C 2.819 -2.297 4.137
C 2.454 -1.798 2.899
N -1.229 -0.040 1.506
H -3.778 4.838 -4.408
H -5.373 4.649 -2.563
H -4.943 3.084 -0.667
H -5.349 0.220 2.248
H -6.031 -1.052 4.260
H -4.391 -2.329 5.559
H -2.005 -2.383 4.894
H -1.675 3.545 -4.414
H 1.487 1.096 -5.504
H 3.432 0.024 -6.607
H 5.073 -1.249 -5.306
H 4.833 -1.504 -2.851
H 5.426 -1.979 1.234
H 6.095 -2.846 3.447
H 4.480 -3.022 5.276
H 2.090 -2.389 4.927
*
```

***

Entry 3:
# C32H16BrClF5IN4O8PbSSe

C32H16BrClF5IN4O8PbSSe as an isolated structure (the ωB97M-V functional and the def2-TZVPD basis, OMol25).

- Molar mass: 1239.98 g mol⁻¹
- Relative energy (zero: lowest compared OMol25 entry of this formula, charge and spin): 41.6 kJ/mol
- Frontier orbital gap: 6.479 eV

The geometry in ORCA input format:
```
! wB97M-V def2-TZVPD RIJCOSX def2/J DEFGRID3
* xyz -2 1
Pb 0.054 -0.219 0.371
O -2.843 -0.017 0.908
C -3.762 -0.756 0.617
C -3.711 -2.132 0.162
C -4.943 -2.713 -0.121
C -5.032 -4.024 -0.542
C -3.863 -4.802 -0.698
C -2.649 -4.260 -0.430
C -2.483 -2.894 0.016
O -1.335 -2.463 0.262
N -6.313 -4.599 -0.814
O -7.317 -3.907 -0.670
O -6.365 -5.764 -1.192
H -4.797 -0.347 0.624
H -5.849 -2.132 -0.009
H -3.958 -5.826 -1.032
H -1.741 -4.838 -0.545
Se 4.311 3.384 1.016
C 2.996 2.098 1.014
N 2.134 1.318 1.033
O 3.360 -5.115 0.502
S 3.940 -3.842 0.153
O 5.200 -3.518 0.770
N 2.862 -2.641 0.317
C 2.513 -2.133 -0.850
O 1.670 -1.233 -1.065
C 3.229 -2.742 -2.027
C 3.109 -2.415 -3.366
C 3.891 -3.115 -4.274
C 4.766 -4.111 -3.847
C 4.881 -4.438 -2.501
C 4.091 -3.734 -1.615
H 2.422 -1.636 -3.672
H 3.822 -2.885 -5.330
H 5.366 -4.638 -4.579
H 5.559 -5.210 -2.163
Br 1.500 -1.183 6.407
C -0.173 -1.414 5.551
C -1.315 -1.112 6.283
C -2.562 -1.244 5.700
C -2.666 -1.672 4.384
C -1.527 -1.976 3.663
C -0.256 -1.861 4.237
I 1.367 -2.276 3.002
H -1.215 -0.765 7.302
H -3.448 -1.001 6.273
H -3.634 -1.759 3.907
H -1.595 -2.282 2.626
Cl -0.319 4.650 4.521
C -0.557 4.141 2.877
C -0.802 5.076 1.887
C -0.984 4.615 0.595
C -0.917 3.250 0.355
N -0.680 2.368 1.318
C -0.492 2.795 2.557
H -0.834 6.129 2.131
H -1.161 5.303 -0.221
H -1.035 2.836 -0.638
H -0.272 2.052 3.316
F 1.428 0.262 -6.576
C 0.915 0.349 -5.332
C 0.560 -0.794 -4.635
F 0.746 -1.998 -5.207
C 0.022 -0.702 -3.367
F -0.302 -1.829 -2.721
C -0.180 0.531 -2.722
O -0.685 0.614 -1.525
C 0.202 1.666 -3.459
F 0.037 2.884 -2.916
C 0.728 1.582 -4.733
F 1.058 2.701 -5.403
*
```

***

Entry 4:
# C32H20BrN7O2S3Tb

C32H20BrN7O2S3Tb as an isolated structure (the ωB97M-V functional and the def2-TZVPD basis, OMol25).

- Molar mass: 869.59 g mol⁻¹
- Relative energy (zero: lowest compared OMol25 entry of this formula, charge and spin): 199.1 kJ/mol
- Frontier orbital gap (alpha / beta): 6.587 / 6.987 eV

The geometry in ORCA input format:
```
! wB97M-V def2-TZVPD RIJCOSX def2/J DEFGRID3
* xyz 1 7
Tb 1.460 -0.281 -0.653
S 3.005 -2.128 0.335
C 4.553 -1.266 0.215
C 5.570 -1.724 1.057
C 6.824 -1.138 1.077
C 7.828 -1.646 1.975
N 8.611 -2.062 2.706
C 7.086 -0.054 0.231
C 6.088 0.405 -0.610
C 4.820 -0.180 -0.643
S 3.660 0.539 -1.780
C 8.372 0.594 0.228
N 9.389 1.129 0.227
H 5.368 -2.563 1.710
H 6.294 1.239 -1.268
N -1.771 -2.726 -2.670
C -1.730 -3.578 -1.572
C -2.364 -4.784 -1.296
C -2.068 -5.366 -0.082
C -1.171 -4.775 0.825
C -0.547 -3.579 0.545
C -0.846 -2.979 -0.678
N -0.377 -1.788 -1.237
C -0.950 -1.690 -2.419
C -0.665 -0.574 -3.314
C -1.149 -0.323 -4.556
S -0.421 1.081 -5.189
C 0.453 1.284 -3.746
N 0.244 0.357 -2.852
H -2.291 -2.879 -3.518
H -3.049 -5.250 -1.993
H -2.532 -6.308 0.179
H -0.961 -5.278 1.761
H 0.161 -3.130 1.230
H -1.862 -0.891 -5.134
H 1.143 2.104 -3.602
C 3.030 1.392 1.933
O 1.724 1.207 1.339
C 0.666 1.831 1.973
C 0.776 2.534 3.156
C -0.356 3.154 3.678
Br -0.193 4.128 5.280
C -1.580 3.066 3.052
C -1.690 2.331 1.872
C -0.562 1.734 1.342
O -0.604 1.046 0.134
C -2.984 2.245 1.175
N -3.818 3.228 1.049
C -4.887 2.709 0.322
C -6.069 3.329 -0.081
C -6.987 2.567 -0.776
C -6.744 1.215 -1.069
C -5.573 0.590 -0.687
C -4.652 1.370 0.003
N -3.387 1.095 0.512
H 3.247 2.455 2.002
H 3.743 0.917 1.272
H 3.057 0.918 2.911
H 1.717 2.618 3.677
H -2.462 3.550 3.447
H -1.458 1.232 -0.292
H -6.248 4.369 0.161
H -7.918 3.015 -1.097
H -7.496 0.650 -1.605
H -5.394 -0.454 -0.914
H -3.070 0.166 0.743
*
```

***

Entry 5:
# C32H21BrF12N3O2Pt

C32H21BrF12N3O2Pt as an isolated structure (the ωB97M-V functional and the def2-TZVPD basis, OMol25).

- Molar mass: 982.50 g mol⁻¹
- Relative energy (zero: lowest compared OMol25 entry of this formula, charge and spin): 0.0 kJ/mol
- Frontier orbital gap: 5.511 eV

The geometry in ORCA input format:
```
! wB97M-V def2-TZVPD RIJCOSX def2/J DEFGRID3
* xyz -1 1
Pt -0.779 0.971 -0.262
C 4.297 4.198 2.954
C 3.471 3.204 2.183
C 3.970 2.535 1.071
C 3.184 1.649 0.366
C 1.861 1.353 0.739
N 1.108 0.477 -0.020
C 1.677 -0.517 -0.783
C 2.770 -1.236 -0.267
C 3.322 -2.309 -0.930
C 2.789 -2.751 -2.137
C 3.334 -3.963 -2.844
C 1.718 -2.046 -2.655
C 1.167 -0.921 -2.037
C 0.068 -0.156 -2.810
O -0.518 0.933 -2.247
C 0.706 0.435 -4.109
F 1.326 -0.442 -4.926
F -0.224 1.050 -4.863
F 1.626 1.352 -3.777
C -1.081 -1.169 -3.207
F -2.251 -0.541 -3.368
F -1.273 -2.102 -2.258
F -0.854 -1.841 -4.364
C 1.346 2.028 1.873
C 2.159 2.941 2.542
C -0.081 1.798 2.420
O -0.892 0.940 1.746
C -0.828 3.183 2.531
F -2.159 3.017 2.564
F -0.570 3.966 1.466
F -0.517 3.914 3.628
C 0.026 1.151 3.834
F -1.191 0.941 4.365
F 0.634 -0.040 3.739
F 0.717 1.858 4.753
H 5.364 4.025 2.797
H 4.096 4.128 4.026
H 4.079 5.225 2.647
H 4.986 2.728 0.737
H 3.578 1.175 -0.524
H 3.167 -0.932 0.695
H 4.166 -2.832 -0.490
H 4.379 -4.133 -2.576
H 3.274 -3.849 -3.928
H 2.775 -4.865 -2.577
H 1.304 -2.380 -3.599
H 1.759 3.467 3.400
Br -0.881 -6.957 1.261
C -1.425 -5.161 0.962
C -2.737 -4.906 0.605
C -3.133 -3.596 0.378
C -2.218 -2.553 0.506
C -0.898 -2.835 0.859
C -0.498 -4.139 1.094
N -2.511 -1.219 0.233
C -3.652 -0.697 0.300
C -3.849 0.715 -0.080
C -5.129 1.246 -0.036
C -5.349 2.556 -0.421
C -4.270 3.301 -0.862
C -3.017 2.709 -0.876
N -2.801 1.456 -0.479
H -3.438 -5.723 0.491
H -4.150 -3.392 0.063
H -0.206 -2.005 0.942
H 0.529 -4.358 1.352
H -4.542 -1.234 0.660
H -5.944 0.615 0.302
H -6.342 2.987 -0.383
H -4.384 4.328 -1.184
H -2.137 3.247 -1.207
*
```

***

Entry 6:
# C32H22BiN6O4

C32H22BiN6O4 as an isolated structure (the ωB97M-V functional and the def2-TZVPD basis, OMol25).

- Molar mass: 763.55 g mol⁻¹
- Relative energy (zero: lowest compared OMol25 entry of this formula, charge and spin): 0.0 kJ/mol
- Frontier orbital gap: 4.254 eV

The geometry in ORCA input format:
```
! wB97M-V def2-TZVPD RIJCOSX def2/J DEFGRID3
* xyz -1 1
Bi 0.181 -0.569 -0.503
O -3.087 -4.427 2.251
C -2.251 -3.602 1.580
O -1.859 -3.843 0.475
C -1.915 -2.372 2.378
C -2.404 -2.174 3.651
C -2.003 -1.027 4.329
C -1.134 -0.152 3.720
C -0.694 -0.424 2.419
N -1.104 -1.509 1.778
C 1.677 -0.113 2.194
O 2.536 0.739 2.782
O 1.964 -1.281 2.098
H -3.244 -5.173 1.652
H -3.071 -2.897 4.096
H -2.360 -0.831 5.332
H -0.786 0.736 4.231
H 2.170 1.638 2.742
C -4.202 -0.947 -0.754
C -4.746 0.380 -0.680
C -3.936 1.447 -0.830
C -2.513 1.288 -1.099
N -2.001 -0.012 -1.015
C -2.859 -1.065 -0.893
N -1.811 2.326 -1.386
C -0.453 2.367 -1.603
N 0.540 1.407 -1.343
C 1.800 1.969 -1.524
N 3.037 1.498 -1.130
C 3.347 0.238 -1.008
C 4.661 -0.113 -0.513
C 5.074 -1.401 -0.498
C 4.202 -2.436 -0.942
C 2.944 -2.070 -1.308
N 2.487 -0.792 -1.340
C 1.603 3.283 -1.961
C 2.521 4.309 -2.294
C 2.033 5.530 -2.667
C 0.622 5.774 -2.725
C -0.280 4.798 -2.409
C 0.203 3.526 -2.013
H -4.827 -1.827 -0.682
H -5.806 0.520 -0.501
H -4.305 2.463 -0.783
H -2.388 -2.044 -0.889
H 5.290 0.695 -0.162
H 6.060 -1.651 -0.124
H 4.505 -3.474 -0.956
H 2.216 -2.826 -1.596
H 3.586 4.117 -2.239
H 2.718 6.331 -2.924
H 0.271 6.755 -3.024
H -1.348 4.985 -2.440
C 0.347 0.420 1.709
C 0.106 1.899 1.712
C 1.110 2.797 1.326
C 0.858 4.158 1.235
C -0.404 4.660 1.508
C -1.419 3.783 1.857
C -1.169 2.423 1.956
H 2.080 2.431 0.998
H 1.646 4.817 0.890
H -0.608 5.718 1.398
H -2.425 4.150 2.020
H -1.997 1.758 2.169
*
```